{
  "formula": "C21H15",
  "method": "ωB97M-V/def2-TZVPD",
  "species": ["H", "C", "C", "C", "C", "H", "C", "H", "C", "H", "H", "C", "H", "C", "C", "C", "H", "H", "C", "H", "H", "C", "C", "H", "H", "H", "H", "C", "C", "C", "C", "C", "H", "C", "C", "C"],
  "xyz": [[-0.48371, 1.86358, 3.46027], [-0.22970, -1.46443, -1.89232], [-0.70136, -0.06308, -1.57526], [-0.45051, 4.09767, -0.90473], [1.02654, -2.49209, 1.47127], [-1.60189, -3.60140, 0.90461], [-1.32129, -2.55294, 1.17267], [0.00437, -1.65327, -2.95483], [0.27796, -2.17877, -0.83163], [-0.08863, 0.58006, -3.73411], [-0.68725, 4.66488, -1.77916], [-0.17501, 2.19297, -2.50760], [2.62925, -3.83167, 1.78945], [2.02897, -3.94135, -0.26852], [-0.46782, 1.40625, 2.45915], [1.15264, -3.38429, -1.20950], [-0.51742, 5.69332, 0.54143], [0.00072, 2.86206, -3.35816], [1.93747, -3.45290, 1.13362], [-0.69430, 4.13700, 2.39835], [1.41102, -3.69033, -2.20800], [-0.54958, 3.74817, 1.42197], [-0.26092, 0.85044, -2.74806], [-0.20031, -0.48436, 3.23716], [1.08424, -1.96888, 2.45512], [-1.94541, -2.12921, 1.88400], [-1.76856, -0.26422, -1.70931], [-0.26596, 2.30746, 1.32349], [-0.26269, 1.81585, -0.05742], [-0.33082, 0.43494, -0.22155], [-0.28837, 0.07606, 2.23375], [-0.34705, 2.69016, -1.16825], [2.83450, -4.53007, -0.63805], [-0.20853, -0.43650, 0.87441], [-0.50186, 4.61438, 0.37403], [-0.03874, -1.91554, 0.63168]],
  "atomic_forces_ev_per_a": [[-0.27, -0.46, -0.52], [2.37, 0.56, 2.35], [0.60, -1.29, -2.85], [-0.20, -2.92, -1.46], [-0.13, -0.07, 3.00], [0.36, 0.87, -0.05], [3.03, -2.73, -1.95], [-0.33, -0.47, 0.79], [-0.23, -2.71, -3.51], [0.08, -1.32, -1.53], [0.47, 0.79, -0.31], [-0.40, -2.17, -0.93], [1.62, -0.36, 1.74], [-2.53, 2.10, 0.46], [1.68, 1.63, -1.64], [1.17, 0.85, 3.05], [-0.36, -0.37, -0.06], [0.07, -0.09, 0.57], [-1.82, 0.06, -3.94], [-0.02, 0.31, 0.85], [-0.69, 0.46, -0.60], [1.54, -2.10, 0.76], [-0.61, 2.98, 2.95], [-0.25, 0.09, -2.11], [0.10, -0.99, -0.72], [-0.66, 1.18, 1.59], [-0.66, 0.96, 0.43], [-2.68, 1.63, -1.23], [-0.15, 0.56, 2.30], [-0.12, -1.59, 0.97], [0.13, -0.54, 1.07], [0.26, 3.00, 1.44], [0.36, -0.72, 0.24], [0.03, 1.59, 0.28], [-0.14, 0.22, 0.16], [-1.64, 1.10, -1.58]],
  "e_lumo_ev": -6.7,
  "largest_force_ev_per_a": 4.52,
  "orbital_gap_ev": 3.93,
  "charge": 1,
  "e_tot_ha": -808.7749,
  "e_homo_ev": -10.61
}